Here is an isolated ion of composition C8H10NO3 and charge +1 from OMol25. Energies are from ωB97M-V/def2-TZVPD.

Element x y z (Å)
O1 -1.7767 -3.0320 0.2001
C1 1.4007 1.6691 1.4139
C2 -2.2118 -1.9350 -0.4578
C3 -0.8212 0.1085 -0.1177
H1 -1.3611 0.2523 0.8189
O2 0.4525 2.0289 0.3687
C4 0.5376 -0.1596 -2.4713
H2 -0.8086 -3.0271 0.2425
C5 0.1702 1.0267 -0.4605
O3 -3.3653 -1.6717 -0.6312
H3 1.3517 0.9587 3.5193
H4 1.7922 2.6108 1.8216
N1 0.7948 0.8626 -1.6324
C6 0.7690 0.8942 2.5957
H5 1.0876 -0.2454 -3.4082
C7 -1.1243 -0.9703 -0.9516
H6 1.5014 1.5351 -1.9252
H7 -0.2648 1.2616 2.7158
H8 -0.6157 -1.9616 -2.8008
C8 -0.3985 -1.1075 -2.1606
H9 0.6566 -0.1670 2.3064
H10 2.2338 1.0686 1.0144

The value obtained for the molecular weight is 168.17 g mol⁻¹. As for the total charge: +1. As for the energy above the lowest of the compared OMol25 structures with the same formula, charge and spin: 0.3359 eV. Its orbital gap is 9.63 eV. For the highest occupied orbital energy, the calculation gives -14.5362 eV.


Here is a 8-piece molecular cluster, C26H48O24 overall from OMol25. Energies are from ωB97M-V/def2-TZVPD.

Element x y z (Å)
C1 -0.3150 -5.3774 -0.3062
C2 -6.7979 4.9758 4.0886
H1 1.4603 -2.7791 -0.9356
H2 2.8800 -7.3150 -4.7748
C3 0.6174 -2.1430 -1.2058
C4 3.2984 0.2332 4.1212
H3 0.2266 1.2161 2.5764
H4 2.5060 -1.6565 -5.0738
O1 -0.7847 -0.1845 1.3449
H5 -4.5430 0.5703 5.1984
C5 -1.4144 4.1930 4.7771
H6 -7.2940 5.5228 3.2869
H7 2.2691 -5.9643 -5.7028
O2 -1.0700 -4.2517 -0.6693
H8 -7.4735 4.9580 4.9438
C6 2.0745 0.9334 -3.5685
H9 -5.1332 2.9989 -4.7863
C7 3.9473 0.7105 1.9796
H10 1.0895 2.4486 5.7326
C8 4.5932 0.1578 -5.6703
H11 -3.4645 5.5845 3.4493
H12 -3.6132 0.6456 3.6942
H13 -5.1496 -0.3327 3.8870
H14 4.3390 -2.0047 -2.6878
H15 -0.0844 -2.4676 -1.9740
O3 4.6299 -4.0311 -3.2640
H16 -2.4460 6.7207 4.3695
C9 3.6035 -4.6262 -3.8864
C10 1.8514 -5.6216 0.6288
O4 3.8427 1.2170 3.3289
C11 -2.4601 5.9939 3.5573
C12 3.1837 -6.4363 -5.3438
H17 -2.6819 2.5396 -0.1711
H18 -2.3125 6.6559 2.7040
O5 1.4958 -0.1912 -4.0507
H19 6.0997 0.8379 1.8357
O6 1.7035 1.4173 -2.5317
C13 -5.6586 3.6397 -4.0782
H20 -5.1716 4.6101 -4.1750
H21 -1.4283 0.9540 3.0069
C14 5.1750 1.1291 1.3373
H22 3.0343 -1.1815 1.4491
O7 -4.8658 3.1493 5.3234
H23 5.0407 -3.1089 -1.4200
H24 -5.8856 5.5576 4.2199
H25 1.1588 -1.3266 -1.6838
H26 5.1565 2.1810 1.0524
O8 -0.3457 3.3454 4.5756
C15 -1.9614 -4.4881 -1.7017
O9 2.4697 -4.2563 -3.9644
H27 3.4455 -3.2093 -1.7885
H28 2.6810 -5.6178 -0.0782
O10 3.1188 1.2355 -4.2673
H29 2.3230 -5.1574 1.4949
H30 4.5981 -0.7510 -6.2721
H31 1.5275 -0.8878 -6.0758
C16 -0.7523 0.9920 2.1526
O11 -4.5987 2.3326 -0.7512
H32 5.1591 -0.0529 -4.7629
H33 -2.6882 -3.6769 -1.7435
C17 -4.6188 0.5925 4.1113
O12 3.0905 -0.9082 3.4521
H34 1.7425 -6.6922 0.8020
O13 4.0114 -5.6803 -4.5551
H35 -1.4581 -4.2809 -2.6461
H36 3.7771 -6.7956 -6.1845
O14 -1.3953 5.1956 3.8179
H37 -3.7767 2.1556 1.0931
C18 2.1546 -0.6353 -5.2208
H38 5.0903 0.9882 -6.1718
O15 1.1130 0.3268 0.2480
H39 -0.4386 2.4162 6.5387
C19 0.1979 -0.4334 0.4966
C20 3.7563 -0.9003 2.2157
O16 -2.2477 4.0964 5.6577
O17 -5.4723 1.6527 3.7518
O18 -0.4476 -6.5474 -0.7333
H40 -3.4765 0.8371 0.0512
C21 -4.3630 2.8442 -2.0374
O19 3.0472 0.3952 5.3018
O20 -6.4083 3.6593 3.6402
H41 4.6804 -1.4780 2.1941
H42 -0.0970 1.3613 5.3202
H43 -0.9930 1.9437 1.6789
C22 3.1239 0.4431 -5.4464
O21 -3.2152 3.0684 -2.5715
H44 2.8355 1.0743 -6.2870
H45 -2.3963 -5.4852 -1.7711
O22 0.6715 -4.9075 0.3818
C23 4.3932 -3.0189 -2.2922
C24 -5.4716 2.8642 4.3047
O23 -5.5422 3.1100 -2.7249
H46 5.2046 0.5728 0.4004
H47 -6.6533 3.8298 -4.4812
O24 -0.1575 -1.6209 -0.1125
H48 3.0719 1.0512 1.4269
C25 -3.5537 1.9243 0.0515
C26 0.0156 2.4213 5.5478

The value obtained for the molecular weight is 744.65 g mol⁻¹. As for the total charge: 0. As for the energy above the lowest of the compared OMol25 structures with the same formula, charge and spin: 2.0697 eV. Its orbital gap is 10.64 eV. For the highest occupied orbital energy, the calculation gives -10.3999 eV.